No. 1
{
  "formula": "C3H9BNO2",
  "method": "wB97M-V/def2-TZVPD",
  "symbols": ["B", "C", "C", "C", "N", "O", "O", "H", "H", "H", "H", "H", "H", "H", "H", "H"],
  "positions_angstrom": [[0.0915, -1.1888, -0.3441], [-1.5688, 0.2604, 0.2184], [-2.0379, -1.1718, -0.0335], [0.0215, 0.4012, 0.1036], [0.3006, 1.5330, -0.6083], [-0.8779, -2.0007, -0.3836], [3.2850, -0.6712, -0.3077], [-1.9588, 0.8587, -0.5785], [-1.7657, 0.7360, 1.2218], [-2.4734, -1.5545, 0.8710], [-2.8210, -1.1725, -0.8881], [0.4822, 0.2132, 1.0719], [-0.3279, 1.7660, -1.4665], [1.1668, 2.0436, -0.3809], [3.0839, -0.3424, 0.4805], [3.8360, -1.4851, -0.2078]],
  "molar_mass_da": 101.92,
  "total_energy_ev": -9509.157,
  "e_lumo_ev": [-5.636, -5.636],
  "de_lowest_kj_mol": 426.2,
  "total_charge": 1,
  "max_force_ev_per_a": 6.48,
  "multiplicity": 1
}


No. 2
{
  "formula": "C3H9BNO2",
  "method": "wB97M-V/def2-TZVPD",
  "symbols": ["B", "C", "C", "C", "N", "O", "O", "H", "H", "H", "H", "H", "H", "H", "H", "H"],
  "positions_angstrom": [[0.2727, -1.1874, -0.0556], [-1.0408, 0.5827, 0.9472], [-0.7941, -0.7337, 1.7892], [-0.2870, 0.3908, -0.4131], [-0.9885, 0.7796, -1.5186], [-0.0499, -1.6589, 1.0385], [2.6972, -0.2185, -1.3368], [-2.0637, 0.5355, 0.4789], [-0.8535, 1.4987, 1.4578], [-0.1935, -0.3426, 2.6068], [-1.6762, -1.2312, 2.3523], [0.7767, 0.8832, -0.5105], [-1.8636, 0.3327, -1.4657], [-0.4914, 0.6172, -2.3977], [3.4533, -0.2796, -0.7226], [3.1022, 0.0314, -2.2499]],
  "molar_mass_da": 101.92,
  "total_energy_ev": -9509.104,
  "e_lumo_ev": [-6.032, -6.032],
  "de_lowest_kj_mol": 431.2,
  "total_charge": 1,
  "max_force_ev_per_a": 5.21,
  "multiplicity": 1
}


No. 3
{
  "formula": "C3H9BNO3",
  "method": "wB97M-V/def2-TZVPD",
  "symbols": ["B", "C", "C", "C", "N", "O", "O", "O", "H", "H", "H", "H", "H", "H", "H", "H", "H"],
  "positions_angstrom": [[1.0763, 0.1058, -1.6588], [-1.2070, 1.0354, 0.2043], [-1.1231, -0.9311, 1.4642], [0.2617, 0.6928, 0.2501], [0.3337, -0.4344, 1.2503], [-1.8448, -0.2417, 0.4544], [1.1490, 1.0813, -2.5537], [1.4858, -1.1380, -1.5127], [-1.3712, 1.6959, 1.1182], [-1.5269, 1.2196, -0.7985], [-1.4759, -1.9571, 1.2479], [-1.4448, -0.5525, 2.4375], [0.8809, 1.6330, 0.3328], [0.7027, -0.3235, 2.1944], [0.8811, -1.3181, 0.8686], [1.8881, 1.2285, -3.1618], [1.3344, -1.7958, -2.1371]],
  "molar_mass_da": 117.92,
  "total_energy_ev": -11559.022,
  "e_lumo_ev": -3.302,
  "de_lowest_kj_mol": 193.7,
  "total_charge": 1,
  "max_force_ev_per_a": 4.38,
  "multiplicity": 1
}


No. 4
{
  "formula": "C3H9BO3PSr",
  "method": "wB97M-V/def2-TZVPD",
  "symbols": ["C", "C", "O", "B", "O", "C", "P", "O", "H", "H", "H", "H", "H", "H", "H", "H", "H", "Sr"],
  "positions_angstrom": [[2.3978, -0.2244, 0.3432], [1.4049, 0.8581, -0.4108], [0.4146, 1.1811, 0.5345], [-0.9345, 1.2051, 0.0073], [-1.6990, 2.3434, 0.3657], [-1.6680, 0.1046, -0.8810], [-1.7452, -1.4811, 0.0917], [-1.0505, -1.2660, 1.4559], [3.1211, -0.7421, -0.3712], [2.8882, 0.3224, 1.1451], [1.6963, -1.0042, 0.8090], [1.9893, 1.7145, -0.7584], [1.0197, 0.3522, -1.3581], [-1.8702, 2.2678, 1.3010], [-2.7044, 0.4212, -1.0234], [-1.0421, -2.5295, -0.6535], [-3.0915, -1.9039, 0.2071], [0.8735, -1.6193, -0.8040]],
  "molar_mass_da": 222.51,
  "total_energy_ev": -20192.661,
  "e_lumo_ev": -5.029,
  "total_charge": 1,
  "max_force_ev_per_a": 4.73,
  "multiplicity": 1
}